Density functional theory data (ωB97M-V/def2-TZVPD) for C29H25BrCaN8OPS3 as an isolated structure at a distorted geometry.

Each line ends with the Löwdin charge.
Positions of all 69 atoms, in Å:
1 Ca 1.019 -1.072 0.765  1.153
2 Br 1.583 2.187 7.647  0.662
3 C 1.571 1.090 6.090  -0.712
4 C 1.528 -0.305 6.222  -0.136
5 C 1.516 -1.099 5.102  -0.023
6 C 1.551 -0.555 3.787  -0.390
7 O 1.527 -1.323 2.758  -0.284
8 C 1.608 0.870 3.685  -0.118
9 C 1.718 1.596 2.414  -0.090
10 N 1.802 1.086 1.247  0.012
11 C 2.068 1.904 0.087  -0.206
12 C 2.579 3.179 0.151  -0.051
13 C 2.824 3.935 -1.005  -0.104
14 C 2.586 3.376 -2.239  -0.068
15 C 2.125 2.059 -2.345  -0.173
16 C 1.897 1.420 -3.628  -0.047
17 C 1.504 0.145 -3.687  -0.173
18 C 1.331 -0.609 -2.447  -0.432
19 N 1.350 0.023 -1.255  -0.077
20 C 1.848 1.301 -1.190  -0.192
21 C 1.613 1.659 4.848  -0.111
22 H 1.509 -0.750 7.209  0.094
23 H 1.485 -2.179 5.184  0.114
24 H 1.750 2.681 2.529  0.109
25 H 2.834 3.608 1.112  0.098
26 H 3.222 4.940 -0.920  0.091
27 H 2.779 3.941 -3.147  0.104
28 H 2.085 1.989 -4.535  0.110
29 H 1.376 -0.370 -4.632  0.100
30 H 0.801 -1.551 -2.483  0.032
31 H 1.669 2.737 4.749  0.101
32 C -2.296 -1.853 -3.831  -0.038
33 N -1.621 -2.427 -2.675  -0.131
34 C -0.791 -3.523 -2.727  -0.060
35 C -0.269 -3.665 -1.479  -0.142
36 N -0.763 -2.673 -0.656  0.030
37 C -1.548 -1.922 -1.403  -0.479
38 P -2.636 -0.590 -0.743  1.161
39 C -2.484 -1.024 1.018  -0.491
40 N -1.357 -1.174 1.677  0.003
41 C -1.696 -1.591 2.940  -0.096
42 C -3.054 -1.687 3.040  -0.056
43 N -3.552 -1.325 1.810  -0.125
44 C -4.967 -1.273 1.450  -0.039
45 C -1.653 0.967 -0.696  -0.482
46 N -1.322 1.589 0.421  0.076
47 C -0.861 2.831 0.036  -0.146
48 C -0.926 2.960 -1.317  -0.076
49 N -1.452 1.778 -1.779  -0.111
50 C -1.717 1.466 -3.177  -0.020
51 H -2.545 -2.649 -4.524  0.089
52 H -1.663 -1.129 -4.341  0.078
53 H -3.215 -1.368 -3.516  0.063
54 H -0.631 -4.076 -3.642  0.126
55 H 0.449 -4.391 -1.123  0.084
56 H -0.944 -1.796 3.688  0.097
57 H -3.701 -1.972 3.854  0.112
58 H -5.553 -1.526 2.329  0.083
59 H -5.193 -1.983 0.660  0.081
60 H -5.245 -0.279 1.115  0.082
61 H -0.497 3.549 0.760  0.103
62 H -0.630 3.752 -1.987  0.121
63 H -1.980 2.379 -3.703  0.094
64 H -2.558 0.784 -3.239  0.050
65 H -0.844 1.017 -3.649  0.064
66 S 3.979 -4.717 -2.190  0.311
67 C 3.280 -3.278 -1.650  -1.767
68 S 2.722 -3.116 -0.006  0.337
69 S 3.080 -1.977 -2.821  0.619

Output
Charge: -1
LUMO level in eV: 2.0439
2S+1: 1
HOMO-LUMO gap in Eh: 0.1956


Density functional theory data (ωB97M-V/def2-TZVPD) for an isolated molecule of C6H7I at a distorted geometry.

Each line ends with the Löwdin charge.
Positions of all 14 atoms, in Å:
1 C 0.040 0.744 0.414  -0.122
2 C -1.253 1.076 0.213  -0.160
3 C 0.446 -0.416 -0.238  -0.148
4 C -1.477 -1.158 -0.738  -0.567
5 C -2.074 0.246 -0.583  -0.363
6 C 1.611 -1.209 -0.233  -0.128
7 I -1.264 -2.300 -2.446  0.750
8 H 0.746 1.302 1.019  0.113
9 H -1.816 1.875 0.657  0.106
10 H -3.113 0.053 -0.241  0.118
11 H -2.113 0.730 -1.681  0.172
12 H 2.033 -1.374 0.826  0.121
13 H 2.457 -0.737 -0.481  0.030
14 H 1.416 -2.187 -0.791  0.079

Output
LUMO level (spin up / spin down) in eV: -0.6072 / -0.0807
2S+1: 1
HOMO-LUMO gap (spin up / spin down) in Eh: 0.2416 / 0.2896


Density functional theory data (ωB97M-V/def2-TZVPD) for C48H53BaBrN6O4 as an isolated structure.

Each line ends with the Löwdin charge.
Positions of all 113 atoms, in Å:
1 Ba 0.257 -0.504 -0.045  1.858
2 C -0.556 -2.893 -2.850  -0.050
3 C 0.849 -3.194 -2.330  -0.570
4 O 1.021 -4.331 -1.819  -0.108
5 C 1.864 -2.240 -2.526  -0.092
6 C 1.747 -0.879 -2.969  -0.418
7 C 2.947 -0.270 -3.658  -0.037
8 N 0.679 -0.180 -2.729  -0.133
9 N 0.588 1.129 -3.222  0.027
10 C 0.445 2.008 -2.273  -0.540
11 O 0.526 1.807 -1.002  -0.331
12 C 0.181 3.414 -2.732  -0.136
13 C -0.083 3.722 -4.064  -0.040
14 C -0.328 5.031 -4.450  -0.110
15 C -0.315 6.055 -3.509  -0.126
16 C -0.056 5.754 -2.177  -0.100
17 C 0.188 4.443 -1.794  -0.039
18 H -0.933 -3.814 -3.302  0.082
19 H -0.567 -2.071 -3.560  0.057
20 H -1.249 -2.645 -2.040  0.036
21 H 2.885 -2.587 -2.391  0.091
22 H 3.111 -0.769 -4.616  0.074
23 H 3.839 -0.429 -3.046  0.069
24 H 2.799 0.794 -3.824  0.053
25 H -0.092 2.913 -4.782  0.099
26 H -0.536 5.258 -5.489  0.087
27 H -0.511 7.077 -3.810  0.084
28 H -0.052 6.544 -1.435  0.091
29 H 0.381 4.182 -0.761  0.103
30 C 3.488 -3.230 2.960  -0.069
31 C 4.079 -3.269 1.549  -0.363
32 C 3.128 -3.988 0.592  -0.063
33 C 4.536 -1.949 0.939  -0.130
34 C 5.722 -1.989 0.210  -0.063
35 C 6.214 -0.874 -0.445  -0.106
36 C 5.505 0.313 -0.370  -0.058
37 C 4.312 0.398 0.337  -0.129
38 C 3.582 1.725 0.416  -0.368
39 C 3.648 2.538 -0.876  -0.067
40 C 4.105 2.546 1.600  -0.051
41 C 3.813 -0.745 0.999  -0.171
42 N 2.533 -0.726 1.595  -0.026
43 C 2.422 -0.371 2.860  -0.552
44 O 3.293 0.009 3.670  -0.027
45 C 1.022 -0.471 3.452  -0.194
46 C 0.882 -0.677 4.822  -0.011
47 C -0.395 -0.783 5.343  -0.062
48 C -1.500 -0.649 4.515  -0.009
49 C -1.289 -0.417 3.161  -0.206
50 N -0.051 -0.337 2.677  0.030
51 C -2.481 -0.100 2.273  -0.563
52 O -3.600 -0.166 2.833  -0.039
53 N -2.232 0.265 1.023  -0.014
54 C -3.262 0.967 0.373  -0.160
55 C -3.708 2.203 0.909  -0.130
56 C -4.741 2.891 0.295  -0.059
57 C -5.343 2.413 -0.859  -0.099
58 C -4.852 1.254 -1.425  -0.064
59 C -3.805 0.536 -0.847  -0.128
60 C -3.319 -0.700 -1.583  -0.376
61 C -4.369 -1.814 -1.532  -0.057
62 C -2.927 -0.383 -3.031  -0.057
63 C -3.048 2.839 2.120  -0.366
64 C -4.010 2.944 3.305  -0.068
65 C -2.461 4.208 1.758  -0.062
66 H 3.502 -4.243 3.374  0.071
67 H 2.453 -2.894 2.948  0.065
68 H 4.052 -2.570 3.619  0.079
69 H 4.995 -3.867 1.626  0.116
70 H 2.214 -3.409 0.449  0.057
71 H 2.846 -4.970 0.982  0.079
72 H 3.564 -4.123 -0.397  0.075
73 H 6.266 -2.927 0.154  0.101
74 H 7.136 -0.931 -1.013  0.086
75 H 5.882 1.190 -0.883  0.098
76 H 2.526 1.524 0.595  0.094
77 H 4.656 2.918 -1.066  0.068
78 H 2.975 3.395 -0.803  0.072
79 H 3.329 1.945 -1.734  0.069
80 H 5.162 2.789 1.447  0.077
81 H 4.012 1.986 2.531  0.061
82 H 3.548 3.483 1.688  0.075
83 H 1.767 -0.740 5.437  0.108
84 H -0.536 -0.956 6.405  0.096
85 H -2.513 -0.700 4.885  0.107
86 H -5.080 3.829 0.723  0.100
87 H -6.161 2.950 -1.326  0.086
88 H -5.292 0.892 -2.348  0.098
89 H -2.422 -1.092 -1.099  0.059
90 H -5.257 -1.530 -2.104  0.074
91 H -4.679 -2.008 -0.505  0.070
92 H -3.971 -2.741 -1.958  0.075
93 H -3.706 0.189 -3.538  0.066
94 H -2.774 -1.308 -3.591  0.067
95 H -2.000 0.192 -3.074  0.069
96 H -2.211 2.211 2.419  0.119
97 H -4.841 3.617 3.070  0.066
98 H -3.493 3.344 4.183  0.072
99 H -4.407 1.960 3.547  0.065
100 H -3.248 4.934 1.538  0.067
101 H -1.817 4.128 0.880  0.075
102 H -1.867 4.597 2.590  0.073
103 Br -4.085 -6.997 0.298  0.690
104 C -3.131 -5.370 0.572  -0.685
105 C -1.852 -5.236 0.079  -0.093
106 C -1.208 -4.027 0.314  -0.130
107 N -1.765 -3.001 0.963  0.073
108 C -3.008 -3.163 1.421  -0.125
109 C -3.734 -4.336 1.259  -0.116
110 H -1.353 -6.016 -0.477  0.108
111 H -0.199 -3.914 -0.075  0.079
112 H -3.455 -2.319 1.936  0.098
113 H -4.739 -4.421 1.646  0.099

Output
Charge: -2
LUMO level in eV: 3.5220
2S+1: 1
HOMO-LUMO gap in Eh: 0.2017


Energy above the lowest of the compared OMol25 structures with the same formula, charge and spin: 18.9 113.1 2.1 (kcal/mol)
Electronic energy: -6421.14448 -530.28568 -5090.15286 (hartree)